1.
The following is a DFT calculation (wB97M-V/def2-TZVPD) of a cluster of 2 separate species, C4H7N in total at a distorted geometry.

XYZ file:
```
12
Properties=species:S:1:pos:R:3:forces:R:3
C 2.12172 0.29740 -0.24828 1.07 -6.69 -2.23
C 0.65702 0.20182 -0.52534 6.70 0.49 1.17
C -1.62600 0.05846 0.41825 0.51 -0.25 0.38
C -0.21442 -0.61430 0.36472 -1.74 -1.16 -0.13
N 1.45267 1.37642 -0.14015 -6.93 7.73 -0.24
H 3.17078 0.28856 -0.02736 0.25 -1.39 -0.09
H 0.16027 0.13869 -2.26073 0.54 0.34 1.96
H -2.51011 -0.48710 0.85861 1.39 0.32 0.13
H -1.85414 0.02554 -0.66104 -0.37 1.28 0.41
H -1.42293 1.05528 0.96491 -0.95 -1.29 -1.47
H -0.21624 -1.62944 -0.08034 -0.34 0.38 0.37
H 0.28138 -0.71133 1.33675 -0.12 0.24 -0.26
```
Forces are in eV/Å.

Computed properties:
spin multiplicity = 3
frontier orbital gap (spin up / spin down) = 5.7 / 6.7 eV
LUMO energy (spin up / spin down) = 0.0 / -2.9 eV

=====

2.
The following is a DFT calculation (wB97M-V/def2-TZVPD) of a cluster of 3 separate species, C2H3Br2FO in total at a distorted geometry.

XYZ file:
```
9
Properties=species:S:1:pos:R:3:forces:R:3
C -0.54028 -0.19527 -0.26297 1.08 -0.93 -0.47
C 0.77126 0.03178 -0.69616 -1.23 -0.41 0.27
O 1.33430 1.24831 -0.65695 -2.57 -0.82 0.89
F 1.59668 -0.91228 -1.23539 -1.35 1.13 0.52
Br 0.83666 -0.77556 2.27320 -0.21 0.05 -0.40
Br -3.88918 -0.17750 1.74899 0.04 -0.01 0.00
H -1.24105 -1.06703 -0.45738 1.89 0.78 0.13
H -1.06750 0.57112 0.28149 0.37 0.55 -0.27
H 2.19913 1.27642 -0.99483 1.98 -0.34 -0.67
```
Forces are in eV/Å.

Computed properties:
spin multiplicity = 1
frontier orbital gap (spin up / spin down) = 7.2 / 5.6 eV
LUMO energy (spin up / spin down) = -2.6 / -3.8 eV

=====

What molecular weight values result from the calculations? In sequence: 69.11 221.85 g/mol.
What energy above the lowest of the compared OMol25 structures with the same formula, charge and spin values result from the calculations? In sequence: 522.39 328.90 kJ/mol.